A cluster of 2 separate species, C2H9NS2 in total at a distorted geometry, computed with the ωB97M-V functional and the def2-TZVPD basis.

Electronic energy in a.u.: -932.3776
Charge: +1
HOMO (spin up / spin down) in Eh: -0.44200 / -0.44161
Frontier orbital gap (spin up / spin down) in hartree: 0.22934 / 0.13266
Multiplicity: 2

Positions of all 14 atoms, in Å:
C1 -0.97447 -1.97935 -2.04425
N1 -1.40910 -2.80746 -0.91122
H1 -0.79630 -2.55596 -2.96559
H2 -0.03882 -1.50084 -1.76988
H3 -1.76883 -1.21831 -2.08250
H4 -2.24412 -3.34566 -1.12259
H5 -0.74868 -3.55198 -0.70375
C2 1.28677 3.06016 2.42308
S1 1.95367 1.92556 1.22567
S2 0.12202 1.18399 0.44365
H6 0.91613 2.42570 3.23236
H7 0.58936 3.75746 1.95616
H8 2.10769 3.67124 2.81239
H9 1.00467 0.93545 -0.49352

Forces on atoms 1 to 6 (eV/Å):
C -0.66 -0.49 0.69
N 0.30 -0.77 0.39
H -0.33 0.53 0.01
H 0.18 0.16 -0.01
H 0.48 -0.10 -0.86
H -0.17 0.45 -0.19

Just the Löwdin charges please, in e? Sure, here they are:
1. C -0.197
2. N -0.089
3. H 0.076
4. H 0.039
5. H 0.073
6. H 0.060
7. H 0.055
8. C -0.412
9. S 0.737
10. S 0.649
11. H 0.066
12. H 0.064
13. H 0.066
14. H -0.187